Entry 1:
{"formula": "C5H7N", "method": "ωB97M-V with the def2-TZVPD basis set", "elements": ["C", "C", "C", "C", "C", "N", "H", "H", "H", "H", "H", "H", "H"], "coordinates": [[2.3548, -0.6226, 0.4120], [0.9711, -1.1953, 0.2538], [-0.1023, -0.5030, -0.0341], [-1.1626, 0.1908, -0.2881], [-2.2672, 1.0544, 0.1007], [-2.0144, 0.6688, -1.3085], [2.7329, -0.8080, 1.4244], [2.3647, 0.4557, 0.2315], [3.0541, -1.0993, -0.2841], [0.8718, -2.2715, 0.4018], [-2.0273, 2.0688, 0.4201], [-3.1815, 0.6418, 0.5220], [-1.5942, 1.4195, -1.8514]], "relative_energy_kj_mol": 307.6, "multiplicity": 1, "largest_force_ha_per_bohr": 0.006, "homo_ev": -8.8, "orbital_gap_ev": 9.83, "lumo_ev": 1.0, "smiles": "CC=C=C1CN1"}


Entry 2:
{"formula": "C5H7N", "method": "ωB97M-V with the def2-TZVPD basis set", "elements": ["C", "C", "C", "C", "N", "C", "H", "H", "H", "H", "H", "H", "H"], "coordinates": [[-1.4870, 0.5995, 0.3652], [-1.1741, -0.0878, -0.7260], [0.2236, 0.2435, -1.1756], [1.0912, 0.3777, 0.1009], [0.6854, 0.7171, 1.2622], [-0.6903, 1.1868, 1.2386], [-1.6735, -0.9941, -1.0591], [0.3396, 1.1748, -1.7491], [0.6270, -0.5604, -1.8012], [2.1581, 0.1740, -0.0137], [-0.8831, 2.0635, 1.8482], [0.3044, -2.7728, 0.6969], [0.4786, -2.1217, 1.0125]], "relative_energy_kj_mol": 433.3, "multiplicity": 1, "largest_force_ha_per_bohr": 0.008, "homo_ev": [-8.6, -8.6], "orbital_gap_ev": [8.40, 8.40], "lumo_ev": [-0.2, -0.2], "smiles": "C1=CCC=NC=1.[H][H]"}


Entry 3:
{"formula": "C5H7N", "method": "ωB97M-V with the def2-TZVPD basis set", "elements": ["C", "C", "C", "C", "C", "N", "H", "H", "H", "H", "H", "H", "H"], "coordinates": [[-0.1474, 1.2840, 0.2268], [0.8976, 0.6246, 1.0976], [0.7563, -0.7106, 0.6445], [-0.7218, -0.1064, -0.1012], [-0.3612, -0.8506, -1.3434], [1.0072, -0.8195, -0.8186], [0.1704, 1.8694, -0.6458], [-0.8462, 1.8914, 0.8283], [1.3066, 1.0017, 2.0386], [0.8588, -1.6125, 1.2698], [-1.5714, -0.4236, 0.5116], [-0.4802, -0.3109, -2.2953], [-0.8685, -1.8370, -1.4130]], "relative_energy_kj_mol": 573.3, "multiplicity": 1, "largest_force_ha_per_bohr": 0.020, "homo_ev": [-8.5, -7.4], "orbital_gap_ev": [8.69, 7.27], "lumo_ev": [0.2, -0.1]}


Entry 4:
{"formula": "C5H7N", "method": "ωB97M-V with the def2-TZVPD basis set", "elements": ["C", "C", "C", "N", "H", "H", "H", "H", "H", "C", "C", "H", "H"], "coordinates": [[-2.6779, -0.1973, 0.3806], [-1.4981, 0.7302, 0.5221], [-0.5417, 0.8369, -0.3658], [0.4099, 0.8655, -1.1507], [-3.6093, 0.3667, 0.2554], [-2.5628, -0.8588, -0.4822], [-2.7857, -0.8219, 1.2737], [-1.4251, 1.3672, 1.3999], [0.3103, 1.5447, -1.9060], [4.0926, -1.2596, 0.2545], [3.1235, -0.6977, -0.1863], [4.9528, -1.7570, 0.6450], [2.2531, -0.1991, -0.5766]], "relative_energy_kj_mol": 339.1, "multiplicity": 1, "largest_force_ha_per_bohr": 0.012, "homo_ev": -9.1, "orbital_gap_ev": 9.92, "lumo_ev": 0.9, "smiles": "CC=C=N.C#C"}


Entry 5:
{"formula": "C5H7N", "method": "ωB97M-V with the def2-TZVPD basis set", "elements": ["C", "C", "C", "N", "C", "C", "H", "H", "H", "H", "H", "H", "H"], "coordinates": [[2.2945, -0.4858, -0.9015], [1.4887, 0.2535, -0.3951], [0.5292, 1.1239, 0.3054], [-0.7273, 0.5108, 0.7384], [-0.8792, -0.9301, 0.6809], [-1.5990, -0.0521, -0.2728], [3.0280, -1.1288, -1.3365], [1.0249, 1.5245, 1.1967], [0.2771, 1.9841, -0.3267], [-1.3928, -1.3880, 1.5217], [-0.0579, -1.5161, 0.2690], [-2.6573, 0.1619, -0.1398], [-1.2510, -0.0625, -1.3054]], "relative_energy_kj_mol": 317.2, "multiplicity": 1, "largest_force_ha_per_bohr": 0.011, "homo_ev": -9.3, "orbital_gap_ev": 10.47, "lumo_ev": 1.1, "smiles": "C#CCN1CC1"}


Entry 6:
{"formula": "C5H7N", "method": "ωB97M-V with the def2-TZVPD basis set", "elements": ["H", "N", "C", "C", "C", "H", "H", "C", "C", "H", "H", "H", "H"], "coordinates": [[-0.4651, -1.8367, 2.3277], [-0.0254, -1.7417, 1.4154], [0.3297, -0.5644, 1.0808], [1.5483, -0.3841, 0.2899], [2.6056, -0.1459, -0.2352], [0.0786, 0.3620, 1.6204], [3.4850, 0.0646, -0.7752], [-1.2482, 0.0440, -0.9352], [-1.2790, 1.3687, -0.8901], [-2.1532, -0.5417, -1.0110], [-0.2990, -0.4968, -1.2154], [-2.1976, 1.9334, -0.9634], [-0.3797, 1.9385, -0.7087]], "relative_energy_kj_mol": 418.4, "multiplicity": 1, "largest_force_ha_per_bohr": 0.047, "homo_ev": -9.7, "orbital_gap_ev": 10.27, "lumo_ev": 0.5, "smiles": "[H]/N=C/C#C.C=C"}


Entry 7:
{"formula": "C5H7N2", "method": "ωB97M-V with the def2-TZVPD basis set", "elements": ["C", "C", "C", "C", "C", "N", "N", "H", "H", "H", "H", "H", "H", "H"], "coordinates": [[-1.9763, 0.9333, 0.1262], [-2.0533, -0.2864, 0.5836], [-0.0661, -0.5826, 0.3068], [1.3121, -1.0235, 0.3844], [0.1351, 1.5897, -0.9439], [-0.5046, 0.5621, -0.1761], [-1.1141, -1.2447, 0.7708], [2.0588, -0.1573, 0.6468], [1.6781, -1.4232, -0.5343], [1.2468, -1.7334, 1.1840], [-0.6126, 2.4248, -1.0287], [1.0664, 1.9121, -0.5067], [0.2141, 1.2004, -2.0182], [-1.3843, -2.1713, 1.2053]], "relative_energy_kj_mol": 389.7, "multiplicity": 3, "largest_force_ha_per_bohr": 0.179, "homo_ev": [-14.4, -15.1], "s_squared": 2.01, "charge": 1, "orbital_gap_ev": [10.50, 7.27], "lumo_ev": [-3.9, -7.9]}


Entry 8:
{"formula": "C5H7N2O", "method": "ωB97M-V with the def2-TZVPD basis set", "elements": ["C", "C", "C", "C", "C", "N", "N", "O", "H", "H", "H", "H", "H", "H", "H"], "coordinates": [[3.4289, 0.0147, -0.0654], [1.5747, -0.9022, 0.0192], [1.3496, 0.4279, 0.1506], [-0.9577, -1.3848, 0.2295], [-0.0258, 0.9713, 0.2643], [2.8694, -1.1497, -0.0968], [-0.9487, -0.0486, -0.3923], [2.5819, 1.0534, 0.0194], [4.5022, 0.3219, -0.2033], [-1.2655, -2.2927, -0.2121], [-1.2010, -1.4695, 1.2399], [-0.1036, 1.1399, 1.4036], [-0.2556, 1.8698, -0.1252], [-0.5053, -0.0314, -1.3600], [-1.7574, 0.5108, -0.3024]], "relative_energy_kj_mol": 549.8, "multiplicity": 1, "largest_force_ha_per_bohr": 0.101, "homo_ev": -13.7, "charge": 1, "orbital_gap_ev": 7.79, "lumo_ev": -5.9}


Entry 9:
{"formula": "C5H7N2O2", "method": "ωB97M-V with the def2-TZVPD basis set", "elements": ["C", "N", "C", "C", "O", "C", "N", "C", "O", "H", "H", "H", "H", "H", "H", "H"], "coordinates": [[1.0711, 1.4087, -1.1499], [0.5649, 0.2855, -0.8800], [0.1393, 0.0982, 0.5737], [-1.3671, 0.3197, 0.7352], [0.7805, 1.0167, 1.3424], [0.4833, -1.3428, 0.8324], [0.2921, -2.0798, -0.2180], [-0.0571, -2.1207, -1.3893], [-0.2481, -2.2368, -2.5178], [0.9797, 2.1988, -0.5708], [1.5246, 1.4137, -2.1348], [-1.7794, 0.2472, 1.7722], [-1.9028, -0.4840, 0.1777], [-1.5818, 1.2616, 0.1512], [0.0814, 1.6793, 1.5349], [1.0194, -1.6652, 1.7410]], "relative_energy_kj_mol": 412.2, "multiplicity": 1, "largest_force_ha_per_bohr": 0.105, "homo_ev": -14.6, "charge": 1, "orbital_gap_ev": 7.77, "lumo_ev": -6.9, "smiles": "C=N[C@](C)(O)C=[N+]=C=O"}


Entry 10:
{"formula": "C5H7N2O2", "method": "ωB97M-V with the def2-TZVPD basis set", "elements": ["C", "C", "C", "C", "O", "N", "N", "C", "O", "H", "H", "H", "H", "H", "H", "H"], "coordinates": [[0.8797, -1.4954, 1.5331], [0.4069, -0.9808, 0.2296], [-0.9225, -1.1148, -0.0634], [-1.3839, 0.0013, -0.8700], [-2.2710, 0.2684, -1.8490], [-0.4772, 0.8479, -0.6327], [-0.0696, 1.9658, -0.4260], [1.2218, 2.4631, -0.5463], [2.1712, 2.1264, 0.1196], [0.4511, -2.3860, 1.8517], [0.3934, -0.7279, 2.2667], [1.8990, -1.4081, 1.5505], [1.0410, -0.5486, -0.5963], [-1.5769, -1.8608, 0.5648], [-2.8908, -0.4950, -1.9548], [1.1278, 3.3445, -1.1775]], "relative_energy_kj_mol": 609.0, "multiplicity": 1, "largest_force_ha_per_bohr": 0.089, "homo_ev": -14.5, "charge": 1, "orbital_gap_ev": 8.64, "lumo_ev": -5.8, "smiles": "C/C=C/C(O)=[N+]=NC=O"}


Entry 11:
{"formula": "C5H7N2S", "method": "ωB97M-V with the def2-TZVPD basis set", "elements": ["C", "C", "C", "S", "C", "N", "C", "N", "H", "H", "H", "H", "H", "H", "H"], "coordinates": [[0.6303, 1.1640, -0.5539], [0.2950, -0.2195, -0.0216], [1.5252, -1.0049, 0.4263], [3.0222, -0.5941, 0.0402], [-0.5235, -1.1280, -1.1057], [-1.6319, -1.5001, -0.5856], [-1.7387, -0.9855, 0.6517], [-0.7177, -0.2341, 0.9982], [1.1810, 1.7249, 0.1980], [-0.2775, 1.7054, -0.8140], [1.2499, 1.0740, -1.4435], [1.2995, -1.8817, 1.0222], [-0.1737, -1.3689, -2.0893], [-2.6062, -1.1745, 1.2632], [-0.6147, 0.2466, 1.8831]], "relative_energy_kj_mol": 161.0, "multiplicity": 1, "largest_force_ha_per_bohr": 0.065, "homo_ev": -13.2, "charge": 1, "orbital_gap_ev": 7.26, "lumo_ev": -5.9, "smiles": "C[C@]1(C=S)C=NC=[NH+]1"}


Entry 12:
{"formula": "C5H7N3", "method": "ωB97M-V with the def2-TZVPD basis set", "elements": ["H", "N", "C", "N", "C", "C", "C", "C", "N", "H", "H", "H", "H", "H", "H"], "coordinates": [[-2.4175, 0.6519, 0.3309], [-2.8407, -0.2473, 0.2354], [-1.8115, -0.8929, -0.1353], [-0.4482, -0.5412, -0.3200], [0.6680, -1.2979, 0.1435], [1.7927, -0.6434, 0.0467], [1.5798, 0.8184, 0.0698], [-0.0432, 0.6909, -0.0773], [-0.9833, 1.5727, -0.0479], [-0.9312, 2.7493, -0.1206], [-1.7010, -1.9367, -0.6265], [0.5966, -2.3361, 0.4775], [2.7247, -1.1200, -0.1054], [1.7154, 1.2804, 1.0125], [2.0992, 1.2519, -0.8831]], "relative_energy_kj_mol": 420.1, "multiplicity": 1, "largest_force_ha_per_bohr": 0.133, "homo_ev": -8.7, "orbital_gap_ev": 9.54, "lumo_ev": 0.8, "smiles": "[H]/N=C\\N1C=CC/C1=N\\[H]"}


Entry 13:
{"formula": "C5H7N3", "method": "ωB97M-V with the def2-TZVPD basis set", "elements": ["C", "C", "C", "C", "C", "H", "H", "H", "H", "H", "H", "H", "N", "N", "N"], "coordinates": [[-0.5984, 1.4115, 0.6311], [0.9089, 1.1326, 0.6355], [0.6204, -0.0192, -0.4519], [0.7897, -1.7474, -1.6447], [-1.1746, -0.1844, 0.8016], [-0.7811, 2.2225, 1.5924], [-0.9377, 1.6704, -0.7179], [1.1443, 0.5875, 1.7284], [1.6671, 2.0011, 0.2773], [0.9978, -2.5868, -2.3971], [-2.3811, -0.4277, 0.8494], [-0.5590, -1.0349, 1.6829], [1.4893, -0.7299, -1.2393], [-0.5473, -1.8117, -1.1617], [-0.6383, -0.4836, -0.5860]], "relative_energy_kj_mol": 647.2, "multiplicity": 1, "largest_force_ha_per_bohr": 0.121, "homo_ev": -9.3, "orbital_gap_ev": 10.01, "lumo_ev": 0.8}


Entry 14:
{"formula": "C5H7N3", "method": "ωB97M-V with the def2-TZVPD basis set", "elements": ["H", "N", "C", "N", "C", "N", "C", "C", "C", "H", "H", "H", "H", "H", "H"], "coordinates": [[-2.3975, 1.3217, 0.2046], [-2.5229, 0.3563, 0.1095], [-1.4464, -0.3279, 0.1484], [-1.1864, -1.6908, -0.1787], [0.0445, -1.8623, -0.4926], [0.9679, -0.7454, -0.5384], [1.0623, -0.4446, 0.9882], [0.0256, 0.1820, 0.0505], [0.4557, 1.6132, -0.5158], [0.4399, -2.8637, -0.8003], [1.8946, 0.1090, 1.0610], [0.7585, -1.2326, 1.6611], [1.5821, 1.4573, -0.7500], [0.3098, 2.2632, 0.4645], [0.0122, 1.8647, -1.4119]], "relative_energy_kj_mol": 384.0, "multiplicity": 1, "largest_force_ha_per_bohr": 0.114, "homo_ev": -9.7, "orbital_gap_ev": 10.05, "lumo_ev": 0.4, "smiles": "[H]/N=C1/N=CN2C[C@]12C"}


Entry 15:
{"formula": "C5H7N3", "method": "ωB97M-V with the def2-TZVPD basis set", "elements": ["C", "C", "C", "C", "C", "N", "N", "N", "H", "H", "H", "H", "H", "H", "H"], "coordinates": [[0.6645, -0.3457, 2.3288], [1.1655, -0.8101, 1.1721], [0.5611, -0.6915, -0.1114], [1.1137, -1.5793, -1.1809], [-1.7722, 1.9781, -0.0521], [-0.8430, 0.8246, 1.6980], [-0.3915, 0.1354, -0.4013], [-0.9626, 0.9391, 0.5086], [2.0544, -1.4114, 1.1021], [0.9992, -1.2821, -2.2086], [0.9162, -2.6811, -0.9838], [2.2414, -1.7595, -1.0137], [-1.6939, 2.9673, 0.4123], [-1.2082, 2.0241, -1.0648], [-2.8445, 1.6921, -0.2053]], "relative_energy_kj_mol": 703.3, "multiplicity": 1, "largest_force_ha_per_bohr": 0.078, "homo_ev": -8.9, "orbital_gap_ev": 8.96, "lumo_ev": 0.1}


Entry 16:
{"formula": "C5H7N3", "method": "ωB97M-V with the def2-TZVPD basis set", "elements": ["C", "C", "C", "C", "C", "H", "H", "H", "H", "H", "H", "H", "N", "N", "N"], "coordinates": [[1.3603, -0.2255, 0.1108], [-0.5850, 1.4969, -0.1387], [-1.7602, 0.8752, 0.0893], [-0.9010, -1.4414, -0.0793], [0.5001, -1.2674, -0.1508], [2.9079, 0.8669, -0.1216], [1.4360, 1.8960, 0.4549], [-0.8024, 2.5875, 0.0094], [-2.6988, 1.6284, 0.7125], [-2.7960, -0.9544, -0.3664], [-1.0156, -2.4975, -0.3945], [0.9475, -2.2042, -0.1671], [2.6166, -0.1647, 0.3024], [0.7557, 1.0534, -0.4276], [-1.8957, -0.5957, 0.2515]], "relative_energy_kj_mol": 636.4, "multiplicity": 1, "largest_force_ha_per_bohr": 0.124, "homo_ev": -8.4, "orbital_gap_ev": 8.65, "lumo_ev": 0.3}


Entry 17:
{"formula": "C5H7N3", "method": "ωB97M-V with the def2-TZVPD basis set", "elements": ["C", "N", "N", "C", "C", "C", "C", "N", "H", "H", "H", "H", "H", "H", "H"], "coordinates": [[2.6271, 0.1091, -0.0404], [1.5811, -0.7125, -0.0649], [0.3916, -0.2134, -0.1847], [0.2745, 1.2191, 0.1097], [-0.5981, -1.1967, 0.0206], [-1.9924, -1.1868, 0.0678], [-2.8624, -0.0587, -0.1631], [-3.5647, 0.8351, -0.0837], [3.5003, -0.4063, -0.1825], [2.4472, 1.2106, -0.2405], [0.8368, 1.9379, -0.5973], [-0.8397, 1.3350, 0.1265], [0.8049, 1.2107, 1.1181], [0.0228, -2.0023, -0.1171], [-2.6291, -2.0808, 0.2314]], "relative_energy_kj_mol": 424.5, "multiplicity": 1, "largest_force_ha_per_bohr": 0.096, "homo_ev": -8.7, "orbital_gap_ev": 8.94, "lumo_ev": 0.3, "smiles": "C=NN(C)/C=C\\C#N"}


Entry 18:
{"formula": "C5H7N3O", "method": "ωB97M-V with the def2-TZVPD basis set", "elements": ["C", "C", "O", "N", "C", "N", "C", "C", "N", "H", "H", "H", "H", "H", "H", "H"], "coordinates": [[-2.1238, 1.2723, -0.0045], [-2.1000, -0.2949, 0.0577], [-3.2087, -0.9629, -0.0099], [-0.9369, -0.9094, -0.0021], [0.4325, -0.3648, -0.0079], [0.7480, 0.8541, -0.0093], [2.1586, 0.7847, -0.0053], [2.6341, -0.4606, 0.0823], [1.4470, -1.3087, -0.0069], [-1.4777, 1.5232, -0.7622], [-1.5153, 1.6047, 0.9767], [-3.1412, 1.5820, -0.1359], [-1.0001, -1.7433, 0.1540], [2.9045, 1.7380, -0.1144], [3.7238, -0.9336, -0.0151], [1.4550, -2.3809, -0.1971]], "relative_energy_kj_mol": 206.7, "multiplicity": 1, "largest_force_ha_per_bohr": 0.237, "homo_ev": -9.1, "orbital_gap_ev": 9.58, "lumo_ev": 0.5, "smiles": "CC(=O)Nc1ncc[nH]1"}


Entry 19:
{"formula": "C5H7N3O", "method": "ωB97M-V with the def2-TZVPD basis set", "elements": ["C", "C", "C", "C", "C", "N", "N", "N", "O", "H", "H", "H", "H", "H", "H", "H"], "coordinates": [[-2.7824, 0.4825, 0.2233], [-0.8382, -0.2555, 0.2631], [2.1493, 0.3234, -1.1046], [1.7390, -0.5907, -0.2568], [0.9523, -0.3202, 0.9116], [-1.6008, 0.5823, 0.9340], [-2.7087, -0.4083, -0.7800], [-1.4210, -0.7254, -0.8232], [1.1493, 1.0676, 1.2568], [-3.7423, 0.9690, 0.5423], [2.9506, 0.2366, -1.8987], [2.3905, 1.2887, -0.7121], [1.7662, -1.6536, -0.4336], [0.9364, -0.8445, 1.9075], [-1.1722, -1.4792, -1.4028], [0.2321, 1.3273, 1.3732]], "relative_energy_kj_mol": 344.6, "multiplicity": 1, "largest_force_ha_per_bohr": 0.108, "homo_ev": -9.7, "orbital_gap_ev": 10.37, "lumo_ev": 0.7}


Entry 20:
{"formula": "C5H7N3O", "method": "ωB97M-V with the def2-TZVPD basis set", "elements": ["C", "C", "C", "C", "C", "H", "H", "H", "H", "H", "H", "H", "N", "N", "N", "O"], "coordinates": [[0.1884, 1.7956, 2.4457], [0.4356, 0.7101, 1.4116], [-0.0325, -0.0920, -0.8316], [-0.4252, -2.0983, -1.7768], [0.1799, -1.1773, -2.6844], [-0.9010, 1.9328, 2.5283], [0.8711, 1.6050, 3.3918], [0.8244, 2.8544, 1.9051], [-0.8000, 1.4291, 0.1283], [-0.9140, -1.7659, 0.2514], [-0.7299, -2.9128, -2.1248], [0.4937, -1.5581, -3.6914], [-0.0219, 0.9478, 0.1095], [-0.5902, -1.3086, -0.6706], [0.4530, 0.0191, -2.0503], [0.9686, -0.3810, 1.6581]], "relative_energy_kj_mol": 204.3, "multiplicity": 1, "largest_force_ha_per_bohr": 0.217, "homo_ev": -8.7, "orbital_gap_ev": 9.27, "lumo_ev": 0.6}